Formula: C2H5BrClN
Source: the OMol25 dataset
Level of theory: the ωB97M-V functional and the def2-TZVPD basis

Element x y z (Å)
C  1.021  0.124  -1.501
C  -0.023  -0.094  0.881
N  -1.131  0.257  1.625
Cl  -2.679  -0.402  1.172
Br  0.197  -1.144  -2.777
H  0.791  1.012  -1.981
H  2.016  -0.098  -1.381
H  0.093  -1.156  0.724
H  0.915  0.324  1.154
H  -1.200  1.175  2.082

Results
**Spin multiplicity**: 3
**Electronic energy**: -86204.228 eV
**ΔE to the lowest compared entry with this formula, charge and spin**: 31.9 kcal/mol
**HOMO energy (spin up / spin down)**: -6.7 / -10.1 eV
**Gap between HOMO and LUMO (spin up / spin down)**: 0.2701 / 0.3317 hartree
**F_max**: 3.91 eV/Å
**⟨S²⟩**: 2.011